Density functional theory data (ωB97M-V with the def2-TZVPD basis set) for a structure of composition C50H55ClN4O2Re.

The geometry in XYZ format:
```
113
Properties=species:S:1:pos:R:3:forces:R:3
Re -0.084071 -0.352326 -0.253724 -1.82 0.02 0.29
C 4.792132 3.273169 3.233984 -0.07 -0.02 -0.12
C 4.143056 2.856202 1.917879 -0.03 0.02 0.14
C 2.900833 2.014505 1.992542 -0.05 -0.02 0.03
C 2.088130 1.647561 3.024211 0.15 -0.05 0.01
C 2.135577 1.961914 4.489952 -0.15 0.18 -0.05
C 1.208773 3.135934 4.839536 0.11 -0.16 0.04
C 1.037193 0.823233 2.453795 -0.18 0.00 0.13
C -0.009979 0.259037 3.168948 0.19 0.09 -0.03
C -0.893035 -0.703173 2.705063 0.01 -0.12 -0.01
C -1.820955 -1.452801 3.523849 0.08 -0.09 -0.04
C -2.264172 -1.085107 4.904346 -0.13 0.04 -0.07
C -3.615625 -0.355825 4.891369 0.12 0.01 0.06
C -2.211364 -2.531728 2.787818 -0.11 0.09 -0.08
C -1.542676 -2.430762 1.514274 0.05 -0.08 0.11
C -1.446760 -3.428332 0.567211 0.03 0.05 -0.07
C -0.720335 -3.368793 -0.617207 -0.22 0.09 0.01
N -0.099045 -2.251906 -1.111768 0.52 0.14 0.21
C 0.244573 -2.532350 -2.407488 -0.07 0.00 -0.06
C 0.780287 -1.622781 -3.311551 0.02 0.08 0.05
C 1.313096 -0.395303 -2.978334 0.10 -0.14 -0.16
N 1.340210 0.082759 -1.696750 -0.01 0.24 0.04
C 2.306990 1.040883 -1.652539 -0.08 0.12 -0.05
C 2.795724 1.626519 -0.493930 0.00 0.03 0.09
C 2.330641 1.425241 0.793309 -0.03 0.11 -0.07
N 1.220987 0.701847 1.112995 0.06 -0.39 -0.33
C 2.813077 1.275995 -2.985579 0.10 -0.11 0.01
C 2.181705 0.398734 -3.813299 -0.15 0.15 0.05
C 2.349130 0.236572 -5.290571 0.13 -0.19 0.05
C 3.405696 -0.811114 -5.666369 -0.07 0.11 -0.01
C 3.838880 2.305715 -3.334457 -0.10 0.13 0.05
C 3.280822 3.732852 -3.245070 0.07 -0.08 -0.02
C -0.089218 -3.894845 -2.712533 -0.09 -0.04 0.02
C -0.668985 -4.420950 -1.594890 0.08 0.01 -0.09
C -1.206939 -5.804163 -1.402580 -0.19 0.10 -0.05
C -2.679499 -5.914028 -1.822492 0.11 -0.06 0.07
C 0.222394 -4.588092 -4.000553 0.15 0.00 0.08
C 1.704506 -4.972533 -4.103735 -0.13 -0.01 -0.05
N -0.836066 -1.260447 1.461198 0.11 -0.09 0.15
C -3.125678 -3.646827 3.190110 0.24 -0.06 0.10
C -2.387447 -4.762172 3.942314 -0.08 0.08 -0.06
H 5.697943 3.842148 3.024684 0.00 0.03 0.03
H 5.075601 2.402547 3.825240 0.01 0.02 0.03
H 4.127086 3.902680 3.825221 0.04 0.00 0.04
H 4.885225 2.306582 1.332390 -0.01 0.04 -0.06
H 3.899277 3.757065 1.344635 0.06 -0.01 -0.04
H 3.149062 2.190738 4.803908 0.01 -0.06 0.02
H 1.828104 1.074369 5.046842 0.03 0.00 0.03
H 1.579699 4.060054 4.394093 -0.05 0.03 -0.02
H 1.146909 3.271677 5.920529 0.01 0.04 0.00
H 0.204709 2.962659 4.450732 0.08 0.03 0.04
H -0.096257 0.542946 4.208288 0.03 -0.05 0.01
H -1.519545 -0.443244 5.376928 0.03 -0.05 0.03
H -2.346413 -1.984604 5.518473 0.04 0.01 0.03
H -3.596829 0.477429 4.188198 -0.02 -0.01 0.02
H -3.846426 0.035784 5.882869 -0.05 -0.01 -0.01
H -4.419638 -1.027750 4.591913 -0.02 0.01 -0.04
H -1.968216 -4.354823 0.769379 -0.02 0.01 0.00
H 0.877591 -1.943570 -4.340488 0.03 -0.04 0.01
H 3.640711 2.292219 -0.609418 -0.01 0.01 -0.01
H 2.633761 1.199000 -5.718890 -0.07 0.01 -0.02
H 1.388815 -0.039028 -5.731923 0.00 0.06 -0.05
H 4.361163 -0.575412 -5.196118 0.01 -0.02 0.00
H 3.551363 -0.836323 -6.747052 0.01 -0.04 0.01
H 3.105723 -1.806963 -5.338066 0.03 -0.01 0.02
H 4.209745 2.125884 -4.344750 0.05 -0.04 0.02
H 4.696234 2.206745 -2.662768 0.02 -0.01 -0.03
H 2.511634 3.892231 -4.001445 -0.02 0.00 0.03
H 4.074672 4.465513 -3.396780 -0.03 0.02 -0.02
H 2.826289 3.909355 -2.269861 -0.02 0.03 -0.01
H -1.101672 -6.091037 -0.354615 0.04 -0.06 -0.02
H -0.614134 -6.510016 -1.987086 0.04 -0.02 0.06
H -3.277506 -5.143450 -1.334528 -0.03 -0.01 -0.01
H -3.085669 -6.890361 -1.553913 -0.02 0.01 -0.03
H -2.780668 -5.785872 -2.900614 -0.03 0.05 0.00
H -0.043833 -3.943276 -4.841743 -0.06 -0.05 -0.03
H -0.390320 -5.487269 -4.081934 -0.04 0.03 -0.03
H 2.332657 -4.081635 -4.140587 0.03 -0.02 0.02
H 1.883894 -5.564501 -5.002279 0.06 0.03 0.00
H 2.008965 -5.560661 -3.237288 0.01 -0.01 0.00
H -3.603845 -4.061663 2.301185 -0.09 0.02 0.03
H -3.917227 -3.245791 3.824991 -0.05 -0.02 -0.03
H -1.582371 -5.171613 3.330575 0.00 -0.02 0.01
H -3.071919 -5.570141 4.203660 0.03 -0.01 0.01
H -1.944292 -4.374948 4.860380 0.02 -0.03 0.00
Cl -0.996181 6.583286 3.376853 0.03 0.07 0.05
C -1.099549 5.032808 2.588434 -0.05 -0.02 0.04
C -1.762587 3.978393 3.228060 -0.05 0.11 -0.04
C -1.843413 2.751790 2.628936 -0.06 -0.05 -0.20
C -1.288789 2.484249 1.334077 0.08 0.44 0.24
O -1.421806 1.309835 0.851012 0.39 -0.47 -0.76
C -0.638078 3.599689 0.702662 -0.27 -0.52 0.48
C -0.114762 3.525839 -0.633890 0.09 -0.01 -0.64
O -0.135398 2.572507 -1.390595 0.17 -0.10 0.12
C -0.555297 4.843340 1.349676 0.04 -0.05 -0.01
H -2.200342 4.145688 4.204611 -0.01 -0.01 0.00
H -2.345294 1.929644 3.124960 -0.01 0.04 -0.05
H 0.321036 4.481302 -0.998660 0.03 0.04 0.03
H -0.058895 5.665111 0.844736 -0.02 -0.01 -0.01
C -2.080485 -0.545438 -1.325408 0.95 0.44 0.34
C -2.644696 0.738954 -1.808006 -0.22 0.17 -0.16
C -2.280952 1.231460 -3.063945 -0.01 -0.11 0.18
C -2.834104 2.396762 -3.564682 0.01 0.03 -0.05
C -3.774888 3.095031 -2.820530 -0.01 0.04 -0.05
C -4.146389 2.620996 -1.570029 -0.01 0.02 0.02
C -3.587521 1.456172 -1.069387 0.09 -0.04 -0.04
H -1.944981 -1.211143 -2.177342 0.01 -0.07 0.07
H -2.735458 -1.018829 -0.592324 0.05 -0.04 0.04
H -1.541970 0.682260 -3.638862 0.01 0.04 -0.04
H -2.532976 2.763863 -4.538840 -0.01 -0.02 0.01
H -4.226889 3.994264 -3.220854 0.03 0.02 0.03
H -4.880845 3.160634 -0.984050 0.01 -0.01 0.00
H -3.871106 1.095541 -0.088863 -0.01 -0.01 0.00
```
Positions in Å, forces in eV/Å.

Output
HOMO energy (alpha / beta) = -6.8 / -6.9 eV
LUMO level (alpha / beta) = -1.12 / -1.38 eV
multiplicity = 4
HOMO-LUMO gap (alpha / beta) = 5.6682 / 5.5551 eV
M = 965.676 Da
total charge = 0
maximum force = 1.84 eV Å⁻¹
E_tot = -77452.3623 eV



Density functional theory data (ωB97M-V with the def2-TZVPD basis set) for a structure of composition C50H55N6STa.

The geometry in XYZ format:
```
113
Properties=species:S:1:pos:R:3:forces:R:3
Ta 0.079660 -0.070390 -0.247366 1.78 -0.96 -0.07
C -1.938169 5.276126 -2.560375 0.98 0.71 -0.81
C -0.645846 4.716859 -3.273665 -1.66 -0.83 1.08
C -0.700318 3.251631 -2.993046 -0.11 -1.45 -0.23
C -1.420543 2.255801 -3.640996 0.00 0.91 -0.07
C -2.278603 2.415420 -4.854488 0.13 0.22 -0.82
C -3.788896 2.380144 -4.600278 0.17 -0.38 -0.12
C -1.348191 1.079811 -2.852479 -0.52 -0.69 0.81
C -1.890229 -0.148307 -3.203951 -0.29 0.61 -1.30
C -1.928321 -1.277530 -2.414554 -0.10 0.06 0.04
C -2.417853 -2.584711 -2.759050 -0.35 0.44 0.18
C -2.988414 -2.992108 -4.080702 0.40 -0.26 -0.07
C -1.962941 -3.933245 -4.788438 -0.73 -0.35 0.50
C -2.327427 -3.341532 -1.623996 0.10 -1.12 -0.06
C -1.779493 -2.511551 -0.588838 -0.61 0.49 -0.55
C -1.720756 -2.843391 0.741549 -0.41 -1.36 0.36
C -1.315843 -2.057965 1.793201 -0.47 0.21 -0.21
N -0.659115 -0.861017 1.594230 -0.25 0.41 1.28
C -0.471674 -0.376029 2.903429 0.15 0.67 -1.33
C 0.148330 0.814875 3.183873 0.31 0.49 -0.68
C 0.594000 1.769454 2.274655 -0.79 -1.25 -0.61
N 0.328687 1.699030 0.900503 0.16 0.13 0.55
C 0.811282 2.916552 0.391187 -0.33 -0.73 0.90
C 0.480481 3.362267 -0.855285 0.57 -0.61 -0.35
C -0.232739 2.631241 -1.800016 -0.09 0.95 1.05
N -0.697310 1.332850 -1.634663 0.48 0.14 -0.63
C 1.482766 3.635089 1.441695 -0.21 1.02 -0.08
C 1.288512 2.957956 2.610411 0.60 -0.60 -0.10
C 1.792487 3.237707 3.992338 0.14 1.16 -0.38
C 3.145065 2.624132 4.387586 0.50 0.70 0.68
C 2.107147 5.001568 1.314107 -0.51 -0.14 -0.11
C 1.115715 6.154622 1.537395 0.22 0.00 0.93
C -1.020372 -1.247826 3.866235 -0.86 -1.04 0.01
C -1.596587 -2.297638 3.191579 0.27 -0.31 -0.32
C -2.386709 -3.465326 3.786852 1.08 1.77 1.24
C -3.883305 -3.181752 3.865425 -0.17 -0.34 0.26
C -0.944152 -1.037815 5.331453 -0.29 1.16 0.26
C 0.465533 -1.257480 5.851983 0.13 1.33 0.68
N -1.553378 -1.234324 -1.097439 1.04 0.05 0.86
C -2.758879 -4.797666 -1.465412 -0.14 0.03 0.46
C -1.635842 -5.831871 -1.234693 0.25 0.36 0.43
H -1.965937 6.327009 -2.786559 -0.08 0.68 0.17
H -1.954711 5.155055 -1.485029 0.13 -0.22 0.17
H -2.853662 4.892620 -2.997731 0.05 -0.46 -0.01
H 0.277852 5.202166 -2.978977 -0.01 0.03 0.24
H -0.779341 4.868604 -4.315961 0.05 0.24 -0.99
H -1.973158 1.718015 -5.647547 -0.11 -0.02 0.22
H -2.086259 3.411978 -5.268003 0.18 -0.20 -0.04
H -4.156391 1.504188 -4.089447 0.14 -0.47 0.27
H -4.386864 2.456537 -5.503588 0.23 0.16 -0.25
H -4.015356 3.215000 -3.979194 -0.45 0.68 0.51
H -2.351882 -0.163552 -4.216774 0.46 -0.25 0.89
H -3.248534 -2.096992 -4.680109 0.22 -0.60 0.17
H -3.925875 -3.540915 -3.899506 0.27 0.18 -0.13
H -1.099444 -3.383473 -5.148088 0.20 0.07 0.11
H -2.433495 -4.410916 -5.650283 0.10 -0.03 0.07
H -1.641797 -4.733166 -4.066369 -0.21 0.75 -0.78
H -2.088560 -3.846610 1.003552 0.07 0.52 -0.16
H 0.283172 1.059268 4.210184 0.10 0.12 0.63
H 0.900746 4.301959 -1.162494 -0.16 0.35 -0.04
H 1.012821 2.985253 4.693983 -0.17 -0.19 0.41
H 1.887442 4.336976 4.080504 -0.01 -0.46 -0.03
H 3.127070 1.633565 4.837967 -0.38 -0.18 -0.22
H 3.574339 3.282662 5.171889 -0.16 -0.42 -0.40
H 3.874588 2.612915 3.576493 -0.18 0.03 -0.15
H 2.605817 5.098005 0.353411 0.06 0.06 -0.14
H 2.862498 5.090437 2.071074 0.58 -0.06 0.34
H 0.382022 6.209221 0.770086 -0.65 0.00 -0.81
H 1.627091 7.124989 1.574278 -0.04 -0.31 0.01
H 0.555949 6.023010 2.482611 0.38 0.05 -0.33
H -1.988223 -3.493601 4.845270 -0.44 -0.64 -1.12
H -2.156341 -4.372565 3.263020 0.11 -0.57 -0.13
H -4.063141 -2.376445 4.585848 -0.08 0.08 -0.41
H -4.407503 -4.056053 4.270232 0.12 0.11 -0.18
H -4.308766 -2.955454 2.883967 -0.01 0.15 0.19
H -1.614966 -1.678130 5.901972 -0.24 0.01 -0.29
H -1.249715 0.026867 5.547596 0.21 -1.03 -0.05
H 0.828553 -2.259059 5.698821 0.07 -0.44 -0.07
H 0.412950 -1.035950 6.938581 0.53 -0.20 -0.60
H 1.148101 -0.539951 5.348724 -0.12 -0.52 0.50
H -3.361082 -5.105096 -2.319237 0.08 0.15 -0.15
H -3.443859 -4.881369 -0.612217 0.02 0.20 -0.05
H -0.966351 -5.858768 -2.102591 0.20 0.16 0.39
H -2.015620 -6.854403 -1.128485 -0.24 0.32 0.00
H -1.101326 -5.593012 -0.277339 -0.11 -0.21 -1.01
C 3.228737 -1.795137 2.931659 0.04 0.14 0.54
C 4.400196 -1.109687 2.631521 0.90 -0.57 0.35
C 4.484042 -0.334495 1.495044 -1.00 0.46 0.05
C 3.290100 -0.141546 0.756934 0.70 -0.06 -0.68
N 2.131909 -0.757078 1.086590 -0.20 1.26 -0.31
C 2.117290 -1.531465 2.162824 -0.45 -1.13 0.53
C 3.251425 0.557470 -0.560794 -0.79 -1.02 0.62
C 4.437207 0.901312 -1.197052 -0.31 0.03 0.02
C 4.412891 1.226921 -2.546053 0.02 0.28 0.43
C 3.209076 1.271432 -3.210442 -0.19 -0.18 0.00
C 2.026211 0.928421 -2.552315 0.03 0.08 -0.14
C 1.978007 0.544170 -1.205840 0.88 0.35 -0.47
H 3.180903 -2.485893 3.783474 -0.08 0.41 -0.45
H 5.289541 -1.249848 3.265483 -0.47 0.06 -0.37
H 5.431641 0.145142 1.235327 -0.55 -0.14 0.00
H 1.170264 -2.022303 2.409188 0.46 0.14 -0.15
H 5.361449 0.888984 -0.631579 0.01 -0.04 -0.27
H 5.309187 1.464311 -3.083360 0.40 0.11 -0.03
H 3.223424 1.582936 -4.246885 -0.28 -0.15 -0.06
H 1.123431 0.919356 -3.145778 -0.11 0.17 -0.13
S 1.964497 -3.731059 -2.884645 0.13 -0.77 0.26
C 1.733933 -4.409661 -1.300307 -0.23 1.11 -0.02
C 1.240640 -3.444587 -0.479776 0.14 0.60 -1.07
N 1.044140 -2.173447 -1.104475 -0.17 -0.98 1.44
C 1.396814 -2.239668 -2.353615 -0.11 -0.40 0.23
H 1.955924 -5.425466 -0.995136 0.05 0.16 -0.38
H 1.018528 -3.646507 0.552087 -0.16 0.44 0.18
H 1.317970 -1.397108 -2.996568 0.07 0.39 -0.52
```
Positions in Å, forces in eV/Å.

Output
HOMO energy = -12.2 eV
LUMO level = -6.53 eV
HOMO-LUMO gap = 5.6833 eV
M = 953.047 Da
total charge = +2
maximum force = 2.42 eV Å⁻¹
E_tot = -74061.3432 eV